Entry 1:
86
Properties=species:S:1:pos:R:3:nbo_charge:R:1 method="wB97M-V/def2-TZVPD" charge=0 homo_energy_ev=-6.7 relative_energy_kj_mol=12.7 total_energy_ha=-8851.23454 lumo_ev=0.12
Ca -0.446 -0.527 0.348 1.71
C 5.171 -0.784 1.921 -0.61
C 3.672 -0.679 2.195 -0.81
Ge 2.491 -0.112 0.672 0.51
C 3.362 -0.966 -0.950 -0.79
C 4.613 -0.304 -1.526 -0.61
C 3.167 1.737 0.378 -0.51
C 2.550 2.865 -0.001 -0.54
Ge 0.628 3.186 -0.237 1.87
C 0.255 4.404 -1.712 -0.89
C 0.835 5.819 -1.721 -0.60
C -0.312 3.435 1.464 -0.88
C -0.318 4.838 2.071 -0.60
C 3.371 4.093 -0.233 0.04
C 3.184 5.253 0.516 -0.25
C 3.974 6.374 0.313 -0.20
C 4.961 6.361 -0.663 -0.23
C 5.156 5.216 -1.422 -0.21
C 4.371 4.092 -1.205 -0.24
H 5.741 -1.044 2.818 0.20
H 5.574 0.159 1.544 0.20
H 5.382 -1.547 1.167 0.19
H 3.490 0.037 3.004 0.20
H 3.299 -1.641 2.565 0.19
H 2.593 -1.013 -1.727 0.21
H 3.582 -2.009 -0.691 0.18
H 4.398 0.722 -1.829 0.20
H 4.983 -0.832 -2.411 0.19
H 5.426 -0.263 -0.801 0.20
H 4.250 1.852 0.500 0.18
H -0.834 4.440 -1.765 0.26
H 0.586 3.854 -2.598 0.23
H 0.580 6.370 -0.814 0.20
H 0.429 6.378 -2.566 0.21
H 1.920 5.821 -1.811 0.21
H 0.125 2.712 2.159 0.22
H -1.341 3.122 1.281 0.25
H 0.676 5.163 2.380 0.20
H -0.950 4.868 2.960 0.21
H -0.712 5.574 1.368 0.21
H 2.411 5.278 1.274 0.21
H 3.813 7.260 0.913 0.21
H 5.574 7.238 -0.831 0.21
H 5.921 5.196 -2.187 0.21
H 4.522 3.200 -1.801 0.22
O -0.715 -0.356 2.712 -0.79
C -1.989 -0.478 3.361 -0.08
C -2.232 -1.893 3.855 -0.42
C -2.040 -2.956 2.768 -0.44
C -2.919 -2.750 1.563 0.22
C -4.288 -2.977 1.640 -0.26
C -5.074 -2.771 0.521 -0.14
C -4.470 -2.358 -0.655 -0.25
C -3.102 -2.161 -0.654 0.07
N -2.337 -2.343 0.429 -0.54
H 0.023 -0.479 3.317 0.50
H -2.714 -0.192 2.598 0.22
H -2.057 0.244 4.176 0.19
H -3.252 -1.940 4.248 0.22
H -1.565 -2.115 4.693 0.21
H -2.249 -3.937 3.200 0.23
H -1.000 -2.968 2.437 0.22
H -4.727 -3.312 2.572 0.22
H -6.143 -2.933 0.566 0.22
H -5.042 -2.179 -1.554 0.23
H -2.601 -1.813 -1.551 0.22
C 0.921 -5.928 -0.512 -0.59
C 1.882 -4.735 -0.566 -0.17
C 2.850 -4.868 -1.748 -0.59
C 2.649 -4.602 0.757 -0.59
C 1.086 -3.508 -0.755 0.43
N 0.489 -2.539 -0.892 -0.46
H 1.500 -6.839 -0.358 0.22
H 0.362 -6.026 -1.442 0.22
H 0.212 -5.825 0.310 0.22
H 3.450 -5.768 -1.610 0.22
H 3.517 -4.008 -1.807 0.23
H 2.308 -4.953 -2.690 0.22
H 3.271 -5.488 0.892 0.22
H 1.961 -4.531 1.600 0.21
H 3.289 -3.720 0.762 0.23
O -2.347 0.813 0.335 -1.17
Se -2.024 1.631 -1.052 2.75
O -2.573 3.138 -1.065 -1.01
O -0.266 1.649 -0.884 -1.19
O -2.268 0.698 -2.340 -1.03


Entry 2:
25
Properties=species:S:1:pos:R:3:nbo_charge:R:1 method="wB97M-V/def2-TZVPD" charge=0 homo_energy_ev=-8.3 relative_energy_kj_mol=0.0 total_energy_ha=-3142.54411 lumo_ev=0.71
C 2.141 -1.234 0.642 -0.39
C 1.619 -1.589 1.782 -0.06
Br 2.776 -1.512 3.321 0.00
C 0.318 -1.917 2.253 -0.27
C -0.786 -1.129 2.264 -0.11
C -0.838 0.231 1.659 -0.51
C -0.506 0.635 0.236 0.31
C -0.628 -0.331 -0.658 -0.44
C -0.657 0.058 -1.990 0.43
N -1.023 -0.808 -2.954 -0.79
N -0.557 1.302 -2.363 -0.57
C -0.293 2.170 -1.325 0.59
N -0.003 3.427 -1.727 -0.79
N -0.161 1.862 -0.008 -0.56
H 1.649 -1.416 -0.263 0.22
H 3.213 -0.883 0.587 0.22
H 0.381 -2.723 2.834 0.21
H -1.754 -1.502 2.655 0.21
H -0.387 0.972 2.330 0.24
H -1.825 0.397 1.608 0.23
H -0.814 -1.401 -0.400 0.22
H -1.058 -1.804 -2.857 0.39
H -1.143 -0.516 -3.902 0.40
H 0.316 4.077 -1.019 0.41
H 0.021 3.633 -2.706 0.41


Entry 3:
48
Properties=species:S:1:pos:R:3:nbo_charge:R:1 method="wB97M-V/def2-TZVPD" charge=0 homo_energy_ev=-9.2 relative_energy_kj_mol=217.5 total_energy_ha=-1470.82733 lumo_ev=0.52 smiles="COCCCNC(=O)C1=CCN(S(=O)(=O)c2ccc(C)cc2)CC1"
C -3.128 1.115 -1.950 -0.26
O -3.758 1.876 -0.944 -0.54
C -2.877 2.671 -0.185 -0.06
C -2.451 3.964 -0.895 -0.43
C -1.400 4.730 -0.088 -0.23
N -0.198 3.941 0.066 -0.61
C 0.051 3.267 1.220 0.66
O -0.472 3.559 2.278 -0.63
C 0.985 2.111 1.077 -0.10
C 0.810 1.088 1.910 -0.13
C 1.532 -0.212 1.761 -0.28
N 2.181 -0.325 0.470 -0.66
S 1.081 -0.760 -0.740 2.31
O -0.190 -0.096 -0.601 -0.96
O 1.762 -0.608 -1.993 -0.94
C 0.875 -2.493 -0.368 -0.37
C 1.978 -3.320 -0.467 -0.15
C 1.844 -4.662 -0.168 -0.22
C 0.614 -5.183 0.231 0.02
C 0.480 -6.642 0.535 -0.63
C -0.481 -4.331 0.321 -0.24
C -0.354 -2.985 0.022 -0.12
C 2.926 0.874 0.133 -0.23
C 1.985 2.068 -0.046 -0.47
H -2.831 1.735 -2.804 0.16
H -3.864 0.386 -2.287 0.19
H -2.244 0.597 -1.562 0.19
H -3.418 2.920 0.732 0.19
H -1.990 2.078 0.082 0.17
H -3.327 4.596 -1.048 0.21
H -2.037 3.718 -1.876 0.19
H -1.151 5.669 -0.591 0.20
H -1.766 4.946 0.917 0.23
H 0.170 3.555 -0.790 0.39
H 0.085 1.167 2.706 0.24
H 2.292 -0.329 2.544 0.22
H 0.827 -1.043 1.849 0.23
H 2.919 -2.898 -0.781 0.24
H 2.698 -5.319 -0.242 0.22
H 1.319 -6.989 1.136 0.22
H -0.445 -6.848 1.067 0.22
H 0.477 -7.215 -0.392 0.23
H -1.440 -4.723 0.626 0.22
H -1.192 -2.308 0.083 0.24
H 3.645 1.056 0.936 0.21
H 3.462 0.667 -0.795 0.23
H 1.466 1.932 -1.000 0.22
H 2.553 3.000 -0.085 0.23